Here is a cluster of 9 separate species, C46H97N9O10 in total at a distorted geometry from the Open Molecules 2025 dataset. Energies are from ωB97M-V with the def2-TZVPD basis set.

## Properties
- total charge = -1
- HOMO (alpha / beta) (Ha) = 0.025 / -0.205
- ⟨S²⟩ = 0.750
- maximum force (eV/A) = 2.5
- LUMO level (alpha / beta) (eV) = 2.021 / 1.980
- DFT total energy (Eh) = -3055.73921
- multiplicity = 2

Each line ends with the Mulliken spin population.
Atoms and positions in Å:
C -1.22 -2.26 0.11  -0.087
C -1.36 -0.72 0.27  -0.177
C -0.19 0.14 -0.19  -0.149
C -0.30 1.58 0.07  0.168
N -0.35 2.72 0.25  -0.045
H -1.11 -2.46 -0.96  0.050
H -2.15 -2.67 0.50  0.080
H -0.37 -2.65 0.68  0.016
H -1.62 -0.53 1.31  -0.118
H -2.20 -0.36 -0.32  0.072
H -0.17 0.12 -1.28  -0.052
H 0.78 -0.28 0.06  0.033
C -4.34 1.58 -0.48  0.635
O -4.31 0.68 0.63  -0.396
C -5.27 0.99 1.64  0.237
C -4.90 0.28 2.92  -0.004
N -5.20 -1.15 2.98  -0.040
C -6.67 -1.41 2.95  0.021
C -6.84 -2.92 2.67  0.124
O -6.29 -3.23 1.35  -0.846
C -6.64 -4.48 0.81  1.124
H -3.42 1.42 -1.03  0.019
H -4.50 2.61 -0.16  0.069
H -5.13 1.43 -1.22  -0.277
H -6.28 0.79 1.28  0.014
H -5.14 2.04 1.90  0.000
H -5.49 0.80 3.67  -0.008
H -3.86 0.44 3.22  0.006
H -4.78 -1.64 2.20  0.038
H -7.21 -0.90 2.15  -0.018
H -7.14 -1.11 3.88  -0.041
H -7.89 -3.17 2.79  0.096
H -6.31 -3.51 3.42  0.039
H -5.98 -5.24 1.21  0.035
H -6.68 -4.57 -0.28  -0.003
H -7.62 -4.92 1.00  -0.205
C 3.09 2.39 -0.16  0.058
O 4.09 1.91 0.71  -0.038
C 5.22 2.77 0.62  0.005
C 6.23 2.53 1.77  -0.006
N 6.91 1.20 1.61  -0.001
C 7.89 0.83 2.70  0.000
C 9.07 1.78 2.81  0.000
O 8.79 2.80 3.78  0.000
C 9.56 3.96 3.58  0.000
H 2.20 1.77 -0.25  -0.010
H 3.41 2.62 -1.17  0.003
H 2.75 3.37 0.17  0.000
H 4.96 3.82 0.72  0.003
H 5.75 2.64 -0.33  0.004
H 5.69 2.60 2.71  0.000
H 7.09 3.21 1.70  0.002
H 6.22 0.49 1.45  0.000
H 8.20 -0.18 2.42  0.000
H 7.30 0.67 3.60  0.000
H 9.29 2.15 1.81  0.000
H 9.97 1.22 3.06  0.000
H 9.31 4.72 4.31  0.000
H 9.27 4.27 2.58  0.000
H 10.62 3.72 3.69  0.000
C 1.56 -2.36 -2.38  0.010
O 1.43 -3.03 -1.18  -0.008
C 1.73 -4.41 -1.34  0.034
C 1.62 -5.01 0.01  0.015
N 0.22 -5.26 0.38  -0.031
C 0.14 -5.91 1.63  -0.013
C -1.29 -5.99 2.19  0.032
O -1.78 -4.66 2.30  -0.165
C -3.09 -4.50 2.81  0.088
H 1.22 -1.33 -2.30  0.011
H 1.08 -2.88 -3.21  0.008
H 2.63 -2.21 -2.55  -0.011
H 2.71 -4.58 -1.80  -0.006
H 1.00 -4.89 -2.00  -0.007
H 2.10 -4.41 0.78  -0.002
H 2.22 -5.93 0.03  0.000
H -0.20 -4.34 0.46  0.002
H 0.71 -5.37 2.38  -0.005
H 0.53 -6.93 1.68  0.004
H -1.36 -6.46 3.18  0.014
H -1.82 -6.53 1.40  0.015
H -3.40 -3.46 2.93  0.010
H -3.24 -4.99 3.77  0.009
H -3.80 -4.89 2.09  0.067
C -1.82 5.09 -1.16  -0.025
O -2.47 6.39 -1.12  -0.067
C -1.88 7.42 -1.90  0.038
C -2.67 8.64 -1.66  -0.006
N -2.58 9.04 -0.27  -0.005
C -3.48 10.17 0.01  0.003
C -3.21 10.59 1.51  0.002
O -3.71 9.56 2.36  -0.004
C -3.22 9.72 3.68  0.003
H -2.41 4.49 -0.47  0.030
H -0.80 5.07 -0.78  0.027
H -1.85 4.61 -2.13  0.021
H -1.85 7.15 -2.96  0.002
H -0.81 7.60 -1.73  0.003
H -3.71 8.47 -1.93  0.000
H -2.33 9.54 -2.19  -0.003
H -2.88 8.31 0.36  0.002
H -4.54 9.99 -0.13  0.000
H -3.28 11.01 -0.66  0.000
H -3.77 11.50 1.72  0.000
H -2.17 10.85 1.70  0.000
H -3.76 9.11 4.40  0.000
H -3.35 10.73 4.06  0.000
H -2.15 9.52 3.67  0.000
C 1.38 -2.22 3.64  0.048
O 2.74 -2.30 3.29  -0.006
C 3.06 -1.47 2.16  -0.018
C 4.58 -1.51 1.84  0.000
N 4.93 -0.84 0.62  0.000
C 4.59 -1.62 -0.56  -0.002
C 5.46 -1.27 -1.78  -0.002
O 4.94 -0.04 -2.26  -0.030
C 5.84 0.56 -3.14  0.029
H 1.28 -2.95 4.44  -0.006
H 0.68 -2.53 2.86  -0.012
H 1.09 -1.24 4.01  -0.007
H 2.74 -0.43 2.17  0.002
H 2.63 -1.88 1.24  0.001
H 4.83 -2.57 1.76  0.000
H 5.09 -1.14 2.73  0.000
H 4.48 0.06 0.66  0.000
H 3.55 -1.43 -0.81  0.000
H 4.70 -2.71 -0.48  0.000
H 5.30 -2.03 -2.54  0.003
H 6.52 -1.16 -1.57  0.000
H 6.69 0.99 -2.60  0.001
H 5.45 1.41 -3.71  -0.001
H 6.23 -0.11 -3.90  0.002
N 0.82 1.98 -3.13  -0.036
C -0.48 1.51 -3.36  0.031
C -0.37 0.34 -4.08  0.034
C 0.96 0.17 -4.42  -0.074
C 1.65 1.24 -3.89  0.068
H 0.99 2.86 -2.67  0.043
H -1.32 1.98 -2.88  0.023
H -1.21 -0.31 -4.29  -0.052
H 1.40 -0.60 -5.03  -0.022
H 2.69 1.53 -3.90  0.008
N -5.07 -5.07 -2.43  0.334
C -4.85 -6.19 -3.18  1.008
C -3.74 -6.85 -2.59  -0.360
C -3.23 -6.11 -1.54  0.656
C -4.08 -5.00 -1.46  -0.266
H -5.69 -4.30 -2.62  -0.808
H -5.45 -6.45 -4.04  -0.031
H -3.33 -7.81 -2.89  -0.145
H -2.41 -6.33 -0.88  -0.017
H -4.06 -4.18 -0.75  -0.050
N -1.79 -4.61 -3.77  -0.298
C -1.37 -3.38 -4.04  0.647
C -0.76 -3.39 -5.28  -0.082
C -0.90 -4.68 -5.81  0.107
C -1.58 -5.45 -4.84  -0.024
H -2.26 -4.86 -2.91  0.035
H -1.52 -2.49 -3.44  -0.143
H -0.31 -2.62 -5.89  -0.048
H -0.54 -5.00 -6.77  -0.001
H -1.92 -6.47 -4.83  -0.056